Entry from the OMol25 dataset: a molecular structure, C42H42N4OP2Sn at a distorted geometry (ωB97M-V/def2-TZVPD).

Multiplicity = 1
Energy above the lowest of the compared OMol25 structures with the same formula, charge and spin = 3.794 eV
Net charge = +2
Largest force on an atom = 0.065 hartree/bohr
Frontier orbital gap = 3.1 eV

CARTESIAN COORDINATES (ANGSTROEM)
Sn -4.21877 4.28170 -0.60296
N -6.23146 5.60422 0.04857
C -7.16883 6.25587 -0.95100
C -7.08467 5.77754 -2.43253
C -5.83631 6.08125 -3.15538
N -4.83414 5.02971 -2.98402
H -6.78153 4.98640 0.60582
H -5.77270 6.35890 0.60205
H -7.01634 7.34476 -0.93522
H -8.19463 6.05275 -0.62101
H -7.87973 6.36633 -2.93205
H -7.37575 4.66616 -2.49210
H -5.32753 7.01980 -2.77422
H -6.03505 6.31393 -4.23109
H -3.91975 5.38915 -3.19864
H -5.02914 4.22395 -3.60259
O 3.40628 -1.57435 -0.42999
C 4.25052 -0.52078 -0.41669
C 5.28228 -0.43486 -1.33267
C 6.15635 0.68815 -1.31831
C 5.95803 1.62510 -0.30352
C 4.91695 1.48532 0.66753
C 4.01949 0.47572 0.58479
P 2.54881 0.48190 1.70972
C 1.48672 1.92684 1.11921
C 1.71277 3.33871 1.44346
C 0.89811 4.30115 0.86598
C 0.15448 3.98629 -0.31352
C 0.07126 2.67427 -0.72957
C 0.70030 1.66435 -0.05998
C 3.32116 1.00135 3.22669
C 2.48748 1.66652 4.17731
C 3.08830 2.16886 5.33824
C 4.34639 1.75033 5.73641
C 5.12589 0.95544 4.85767
C 4.61061 0.55683 3.61690
C 3.78924 -2.87627 -0.08977
C 5.00367 -3.29121 0.39187
C 5.18734 -4.60808 0.83594
C 4.29120 -5.57745 0.40511
C 3.10523 -5.15252 -0.19222
C 2.78459 -3.82229 -0.28092
P 1.15144 -3.31877 -0.71819
C 0.16250 -4.16012 0.62503
C 0.56964 -4.46486 1.89256
C -0.29924 -5.12908 2.76030
C -1.55798 -5.38836 2.35396
C -2.07062 -4.97727 1.08945
C -1.23672 -4.19327 0.29029
C 0.78648 -4.34583 -2.17296
C 1.29005 -3.85250 -3.41199
C 0.91015 -4.49289 -4.60102
C 0.45289 -5.85621 -4.60091
C 0.10181 -6.30784 -3.33622
C 0.15166 -5.60299 -2.16115
H 5.37337 -1.18667 -2.10885
H 6.71335 1.00175 -2.19560
H 6.64502 2.52475 -0.18933
H 4.77469 2.22726 1.43963
H 2.41483 3.60354 2.24575
H 0.79830 5.35742 1.17586
H -0.40552 4.78093 -0.78544
H -0.44187 2.37016 -1.65726
H 0.74750 0.62163 -0.42455
H 1.39663 1.81187 3.95731
H 2.59777 2.94033 5.92754
H 4.68202 1.82363 6.73640
H 6.18677 0.62703 5.02435
H 5.13356 -0.14637 3.03432
H 5.85084 -2.58871 0.60071
H 6.05008 -4.95257 1.38125
H 4.51706 -6.60106 0.52981
H 2.53057 -5.95214 -0.71666
H 1.54819 -4.16476 2.17176
H 0.07753 -5.42354 3.70419
H -2.31234 -5.90145 2.98495
H -3.03525 -5.25269 0.74968
H -1.64210 -3.62909 -0.54916
H 1.81299 -2.92461 -3.35385
H 0.84406 -4.05396 -5.56675
H 0.08942 -6.33950 -5.51421
H -0.30219 -7.31598 -3.25586
H -0.48091 -5.93439 -1.32894
N -6.26963 0.32507 -0.63462
C -6.11302 0.78218 0.69194
C -5.48364 1.96732 0.60288
N -5.38775 2.36315 -0.70490
C -5.81439 1.32900 -1.42189
H -6.39887 -0.63964 -0.94127
H -6.35971 0.24227 1.59771
H -5.05994 2.54854 1.40781
H -5.68663 1.20757 -2.47722